Formula: C5H7NOS
Source: the OMol25 dataset
Level of theory: wB97M-V/def2-TZVPD

Bonds (Å) are listed after each position.
Element x y z (Å)
1 S -3.032 0.308 1.368  C2 1.689
2 C -1.690 0.378 0.344  S1 1.689, N3 1.357, H9 1.052
3 N -0.470 -0.059 0.747  C2 1.357, C4 1.384, H10 1.044
4 C 0.725 0.107 0.070  N3 1.384, C5 1.364, C8 1.646
5 C 1.775 -0.717 0.353  C4 1.364, O6 1.439, H11 1.197
6 O 2.698 -0.929 -0.730  C5 1.439, C7 1.517
7 C 2.286 0.053 -1.810  O6 1.517, C8 1.496, H12 1.138, H13 1.151
8 C 0.882 0.484 -1.525  C4 1.646, C7 1.496, H14 1.176, H15 1.174
9 H -1.488 1.067 -0.425  C2 1.052
10 H -0.499 -0.519 1.684  N3 1.044
11 H 2.013 -1.502 1.224  C5 1.197
12 H 2.943 0.980 -1.759  C7 1.138
13 H 2.508 -0.508 -2.791  C7 1.151
14 H 0.732 1.649 -1.558  C8 1.176
15 H 0.146 -0.083 -2.242  C8 1.174

Computed properties:
- energy relative to the best compared isomer or geometry (same formula, charge and spin) (kcal per mole) = 72.3
- F_max (Eh/bohr) = 0.0815
- structure (SMILES) = S=CNC1=COCC1
- HOMO level (eV) = -7.94
- E_tot (hartree) = -722.80278

Mulliken atomic charge list, values in e, 2 entries: number 1, S, carries -0.332; number 2, C, carries -0.224